(1)
C23H33N5O3S as an isolated structure, computed with ωB97M-V with the def2-TZVPD basis set.

Results
ΔE to the lowest compared entry with this formula, charge and spin	26.952	eV
total charge	0
E_HOMO	-0.284	Eh
lowest unoccupied orbital energy	0.500	eV

The geometry in XYZ format:
```
65
Properties=species:S:1:pos:R:3:forces:R:3
S 0.9127 -1.1548 -1.6551 -5.531 -4.997 1.718
O -0.5111 -0.7796 -1.6658 1.986 -0.098 1.035
O 4.9170 1.6265 1.2162 -3.139 -0.730 -0.572
O 1.4232 -2.2061 -0.7830 -0.896 -0.179 -1.398
N 1.5081 -1.6952 -5.3622 -4.025 7.949 -9.324
N 1.8334 -0.0326 -1.3285 -10.186 9.040 2.636
N 2.0639 -2.7190 -3.6776 -3.642 5.113 1.026
N 2.8758 0.4773 1.2194 12.641 6.402 8.858
N 0.5670 0.4481 2.3531 -1.285 -0.339 1.351
C -0.6879 1.1959 2.3410 4.357 2.350 -11.159
C -5.1997 -0.8429 1.6106 -0.561 6.865 -12.298
C 4.0030 1.0636 -1.0308 -9.504 0.948 6.615
C -4.3326 -0.1690 -0.6849 7.802 -5.308 3.233
C 2.0871 -2.6511 -5.0392 5.277 -8.645 6.342
C 1.1157 1.3950 -1.6636 0.482 -0.594 -2.735
C 0.1973 -0.8033 2.9572 1.981 -6.239 1.655
C -2.0123 -0.7189 1.9525 2.914 -6.761 -9.872
C 3.3023 2.3197 -1.3427 1.522 7.709 -0.301
C -5.4041 0.4656 -0.8335 -10.835 9.452 -5.251
C -0.7731 -1.7514 1.9961 0.425 5.946 3.337
C 3.8780 1.1551 0.6668 4.566 -0.607 -2.654
C -4.0701 -1.0337 0.4710 -9.790 7.260 0.035
C 1.7584 2.5207 -0.9331 7.588 -7.138 -10.317
C 3.0709 -0.0688 -1.3967 13.046 -0.497 -6.754
C 1.6058 1.1389 3.0742 0.020 -7.883 6.381
C -6.6011 0.7467 -0.1549 11.043 -10.172 6.257
C -2.8788 -1.5226 0.7580 1.819 -5.449 6.718
C -6.4853 -0.1992 1.2177 7.013 1.326 -4.618
C 0.9423 -0.9689 -4.4507 -4.586 5.090 -1.418
C 2.9615 0.6697 2.8173 0.666 -7.473 -2.840
C 1.0583 -1.5139 -3.2607 5.067 -5.234 -1.668
C -1.6279 0.4168 1.1391 -0.076 6.290 6.155
H 3.9376 3.2938 -0.8072 -1.598 -2.817 -0.782
H 1.5925 2.0640 2.8470 -0.704 6.912 -0.703
H -0.4333 2.3113 1.8471 -0.758 -2.644 1.749
H 0.2244 -0.0212 -4.8646 2.267 -2.699 1.726
H 3.9266 0.9636 3.2458 -0.773 1.359 -0.839
H -1.1030 -2.6453 2.4016 -0.213 -1.710 1.206
H 1.1366 -1.4954 3.2928 -1.284 1.675 -1.699
H 1.5971 2.4659 -0.0683 -1.847 -0.940 13.014
H 2.1940 0.1733 0.8107 -9.729 -4.215 -5.275
H -2.2960 -1.6424 -0.0300 2.926 -0.495 -3.506
H -1.2402 1.2125 3.1142 -3.562 0.382 6.113
H -2.4769 1.1504 1.2744 0.450 -0.610 -1.382
H -0.1724 -1.8945 1.1643 0.388 -0.181 -2.171
H 1.5451 0.6882 4.3067 -0.434 2.519 -2.653
H 1.3325 3.2834 -1.2646 -2.940 7.097 -3.191
H -2.5309 -0.9193 2.7576 -2.662 0.865 4.428
H -7.1082 -0.3332 1.9743 -3.692 -0.027 2.838
H 2.6684 -3.4563 -5.4640 -0.155 0.275 -1.127
H 3.5646 -0.9872 -1.1049 -0.416 -0.456 -0.001
H -1.1052 0.4680 0.1997 -0.205 -0.978 -0.090
H -0.1760 -0.9135 4.0330 -0.531 1.665 -1.047
H -5.2282 -1.5551 2.1857 -0.195 -6.984 7.016
H 3.2456 0.1007 -2.6416 0.461 -1.266 1.791
H -3.1776 -2.6452 1.1573 1.293 2.123 -0.564
H 4.9517 1.1299 -1.1652 5.934 -0.642 -1.565
H -3.4844 0.0946 -1.3357 -0.402 -0.757 0.031
H 3.5411 2.7876 -2.3834 -1.072 -1.503 1.021
H 2.1851 -3.2660 -2.9179 1.144 -3.076 2.229
H 0.0406 1.3599 -1.5393 0.105 -0.703 0.420
H -7.4412 1.0893 -0.0296 -8.518 4.615 -0.778
H 3.1642 -0.5788 3.1322 -1.222 3.297 -0.580
H -5.6184 1.2529 -1.8319 1.712 -2.339 2.024
H 1.2465 1.6554 -2.8232 0.070 -1.135 2.169
```
Forces are in eV/Å.

---

(2)
C23H33NO2P2SiY as an isolated structure, computed with ωB97M-V with the def2-TZVPD basis set.

Results
ΔE to the lowest compared entry with this formula, charge and spin	3.409	eV
total charge	+1
E_HOMO	-0.385	Eh
lowest unoccupied orbital energy	-3.004	eV

The geometry in XYZ format:
```
63
Properties=species:S:1:pos:R:3:forces:R:3
Y -0.4055 -0.2654 -0.5846 -2.537 3.633 1.428
P -1.5619 -1.5465 -2.7723 -0.183 -1.322 -0.535
P 1.4755 1.1282 -2.2062 1.044 0.407 0.114
Si -0.7122 2.2636 2.0140 -0.030 0.153 0.532
O -0.1921 1.2602 0.8291 -0.196 -0.557 -0.781
O -0.9362 -1.5994 2.0603 4.622 -0.960 2.132
N 0.9509 -1.6724 -0.4270 3.068 -2.634 -0.632
C -1.6550 -1.0542 -4.5207 0.020 0.280 -0.073
C -0.2151 1.5558 3.6842 0.008 -0.143 -0.036
C -2.5921 2.4246 1.9390 0.019 -0.172 -0.178
C 0.5582 -3.0300 -0.3725 -0.291 0.113 -0.364
C 2.0698 2.7189 -1.5324 -0.270 0.458 0.340
C -3.0681 -2.5502 -2.5842 -0.525 0.163 0.111
C -0.2646 -2.8934 -2.7836 0.099 0.483 -0.259
C 4.1018 -0.2345 1.8718 0.472 0.348 0.031
C 2.1437 -1.3140 0.2518 -0.115 -0.022 -0.233
C 0.0684 -1.7368 2.7035 -6.213 2.601 -1.258
C -0.5464 -4.9519 -1.3419 0.020 0.350 0.070
C 1.5161 -3.0490 1.9354 2.654 -1.691 -3.666
C 1.6960 1.4105 -4.0033 -0.235 -0.269 -0.414
C 3.9728 0.2208 0.5589 -0.251 -0.234 -0.116
C 0.3107 -5.0353 0.9090 -0.027 0.051 0.358
C 3.0121 -0.3366 -0.2955 -0.189 -0.106 0.690
C 0.7592 -3.7218 0.8184 -0.072 -0.509 0.219
C 3.3212 -1.2876 2.3229 0.031 -0.446 0.417
C -0.0784 -3.6393 -1.4871 -0.111 -0.055 0.710
C -0.3650 -5.6382 -0.1426 0.049 -0.249 -0.231
C 2.3632 -1.8790 1.5041 0.021 0.736 0.820
C 0.0795 3.9541 1.8282 -0.013 0.081 0.026
C 2.9250 0.0653 -1.7505 -0.212 -0.212 -0.234
H 0.6739 -2.4083 -3.0885 -0.092 -0.129 0.046
H -3.0806 1.4540 2.0967 0.098 0.078 0.047
H -2.9208 2.7848 0.9560 0.040 0.070 0.124
H -1.9300 -1.9154 -5.1450 0.116 0.239 0.158
H 3.8144 0.6318 -2.0365 0.031 -0.121 0.027
H 0.2362 4.2161 0.7766 -0.065 0.044 0.097
H 1.6179 2.8952 -0.5513 0.121 -0.002 -0.130
H 2.8743 -0.8319 -2.3843 0.030 0.102 0.151
H -3.2977 -3.0947 -3.5084 0.112 0.082 0.182
H -1.0563 -5.4289 -2.1796 0.148 0.058 0.212
H -2.4256 -0.2755 -4.6126 0.247 -0.202 -0.118
H 3.4355 -1.6724 3.3415 0.097 0.202 -0.309
H 1.0496 3.9914 2.3381 -0.108 -0.030 -0.134
H -2.9755 -3.2662 -1.7612 0.083 0.151 -0.083
H 2.6102 0.9343 -4.3883 -0.280 0.150 0.157
H 1.7735 3.5297 -2.2096 0.001 -0.140 0.256
H -0.5510 4.7314 2.2771 0.099 -0.093 -0.079
H -0.7196 -6.6676 -0.0572 0.115 0.363 0.042
H 0.4921 -5.5667 1.8458 -0.156 -0.055 -0.297
H -0.6894 -0.6474 -4.8496 -0.308 -0.093 0.016
H 0.7952 1.8776 3.9567 -0.099 0.025 0.002
H -2.9870 3.1084 2.6995 0.119 -0.070 -0.127
H 0.8269 0.9930 -4.5294 0.352 0.154 -0.062
H -0.9038 1.8723 4.4752 0.125 -0.012 -0.053
H -0.5694 -3.5665 -3.5858 0.103 -0.169 0.018
H 3.1617 2.7409 -1.4222 -0.253 -0.098 -0.135
H 4.6160 1.0190 0.1904 -0.056 -0.215 0.071
H 1.4729 -3.4461 2.8882 -2.436 0.878 3.235
H -0.1961 0.4580 3.6707 -0.116 0.333 0.051
H 2.2862 -3.7996 2.2028 1.810 -0.851 -1.978
H 1.7399 2.4883 -4.2126 -0.029 -0.375 0.073
H -3.9059 -1.8796 -2.3566 0.052 -0.233 -0.083
H 4.8603 0.2239 2.5283 -0.558 -0.316 -0.366
```
Forces are in eV/Å.

---

(3)
C23H33NO5P2RuS as an isolated structure, computed with ωB97M-V with the def2-TZVPD basis set.

Results
spin multiplicity	6
total charge	+1
E_HOMO (alpha / beta)	-0.364 / -0.430	Eh
lowest unoccupied orbital energy (alpha / beta)	-2.531 / -5.559	eV
expectation value of S²	8.774

The geometry in XYZ format:
```
66
Properties=species:S:1:pos:R:3:forces:R:3
Ru -0.0202 0.2199 0.7415 -0.189 0.082 -0.602
S -1.3969 -2.7716 -0.7193 -0.216 0.186 0.263
P 0.3504 -0.3870 3.0581 0.136 -0.047 0.135
P 2.2907 -0.5830 0.5041 0.219 -0.013 0.292
O -0.2064 2.1038 -0.0853 -0.355 -0.018 -0.117
O -1.4164 3.4414 -1.4283 0.044 0.087 0.010
O -6.7718 1.1607 -1.6233 -0.098 0.294 0.297
O -6.6286 2.6219 0.1781 -0.014 -0.026 -0.045
O -0.3444 -1.9565 0.0395 -0.068 -0.080 -0.124
N -2.3042 0.4550 0.1696 -0.347 -0.089 0.308
C 3.3841 -2.8415 1.7928 0.013 0.004 0.004
C -3.8068 -1.9534 -2.8288 0.031 0.010 0.002
C -3.7885 2.1249 -0.6819 0.065 0.021 -0.075
C 2.4464 -1.8121 1.8512 0.049 -0.030 -0.048
C 1.5820 -1.7365 2.9546 0.012 -0.002 0.067
C 2.9935 -1.3948 -0.9599 -0.013 -0.016 -0.057
C -0.5566 -4.7942 1.6309 -0.008 0.026 -0.008
C -1.2992 2.4944 -0.6913 0.407 0.062 0.065
C -6.3672 1.7814 -0.6681 0.094 -0.409 -0.443
C 1.6813 -2.6878 3.9675 0.015 -0.018 0.021
C -2.5187 1.6443 -0.3974 0.020 -0.235 0.080
C -3.3557 -0.3017 0.5127 0.177 0.065 -0.108
C 2.6141 -3.7117 3.8940 -0.007 0.005 -0.008
C -2.5226 -2.6713 -3.2374 -0.037 -0.010 0.051
C 3.4677 -3.7887 2.8033 -0.001 0.014 0.000
C -4.6614 0.0848 0.2837 0.004 0.020 -0.031
C -1.0271 -5.3162 0.2752 0.046 0.048 0.056
C -0.9906 -1.0527 4.0864 -0.026 -0.021 0.022
C 3.5401 0.6881 0.8891 0.050 -0.059 -0.035
C -0.6598 -4.3960 -0.8839 0.147 -0.081 0.045
C -4.8299 1.3084 -0.3299 -0.203 0.166 0.175
C -1.3046 -2.2317 -2.4283 0.123 0.077 -0.071
C 1.1262 0.8279 4.1710 -0.026 0.013 0.011
H 1.9661 1.3150 3.6806 0.020 -0.001 -0.004
H -2.3045 -2.4690 -4.2869 0.010 -0.006 -0.007
H -2.6502 -3.7559 -3.1627 -0.006 0.020 -0.004
H 4.2012 -4.5827 2.7397 -0.026 0.023 0.000
H -0.5765 -6.2900 0.0764 0.005 -0.007 -0.011
H 4.0629 -1.5733 -0.8447 -0.001 -0.030 -0.029
H 4.5208 0.2333 1.0316 0.016 0.022 0.001
H 0.4144 -4.1878 -0.9155 -0.005 -0.086 -0.073
H -1.0504 -3.8536 1.8902 0.026 -0.027 -0.014
H -2.1082 -5.4716 0.2837 -0.003 -0.008 -0.010
H -1.2491 -1.1429 -2.3522 -0.006 0.007 -0.043
H 3.5865 1.4019 0.0659 -0.012 -0.005 -0.001
H 0.3954 1.5915 4.4377 -0.006 0.007 -0.007
H -0.9808 -4.7937 -1.8486 -0.019 -0.039 0.038
H -4.6448 -2.2794 -3.4435 0.020 0.011 -0.002
H 3.2632 1.2310 1.7905 -0.006 0.000 0.015
H -4.0705 -2.1463 -1.7867 0.028 -0.015 -0.036
H 2.8420 -0.7381 -1.8171 0.016 -0.005 0.004
H -0.3596 -2.6053 -2.8300 -0.027 0.070 -0.044
H -3.7032 -0.8726 -2.9541 -0.005 -0.026 0.006
H -5.4928 -0.5513 0.5539 0.016 0.039 0.015
H -0.6636 -1.2370 5.1095 -0.027 -0.026 0.016
H -0.7797 -5.5116 2.4207 0.010 -0.005 -0.035
H -1.7986 -0.3214 4.1082 -0.007 0.006 0.006
H 0.5206 -4.6062 1.6315 -0.036 -0.001 0.006
H 1.0231 -2.6419 4.8268 0.017 0.000 -0.027
H 1.4773 0.3307 5.0753 0.006 0.019 0.028
H 2.4794 -2.3372 -1.1463 -0.004 0.017 0.004
H -1.3678 -1.9786 3.6530 -0.014 -0.006 -0.006
H -3.8960 3.0929 -1.1527 -0.023 -0.014 0.047
H 4.0610 -2.9145 0.9500 -0.028 0.002 0.026
H 2.6729 -4.4464 4.6871 0.001 0.023 -0.024
H -3.1405 -1.2569 0.9749 0.025 0.014 0.032
```
Forces are in eV/Å.

---

The following E_tot values (in a.u.) correspond, in order, to the records above: -1792.9918, -2111.8547, -2502.6868.